2 unconnected molecules or ions with the total composition C2H6O3, computed with ωB97M-V with the def2-TZVPD basis set.

The net charge is 0. As for the relative energy (zero: lowest compared OMol25 entry of this formula, charge and spin): 8.1 kcal/mol. Its SMILES is CC(=O)O.O. The multiplicity is 1.

Geometry as XYZ:
```
11
Properties=species:S:1:pos:R:3:nbo_charge:R:1
C 1.249 -0.411 -0.234 -0.73
C 0.899 0.147 1.121 0.80
O 0.534 -0.466 2.083 -0.60
O 0.991 1.495 1.125 -0.70
H 0.386 -1.016 -0.520 0.26
H 2.112 -1.058 -0.122 0.24
H 1.439 0.426 -0.904 0.23
H 0.725 1.824 2.003 0.49
O -2.527 -0.631 -1.467 -0.94
H -2.421 0.155 -2.032 0.47
H -3.387 -0.463 -1.053 0.47
```